[1]
Molecular formula: C10H14N
Method: DFT, the ωB97M-V functional and the def2-TZVPD basis

Positions of all 25 atoms, in Å:
C  -0.2428  0.9819  -0.0144
C  -2.4619  0.3193  -0.5416
C  1.8095  -0.1619  -0.0060
C  0.3265  -0.2578  -0.2420
C  -1.5824  1.2634  -0.0138
C  -2.0427  -1.0420  -0.7236
C  -0.5676  -1.4031  -0.5942
C  -1.9821  2.5966  0.5693
C  -0.2159  -2.8690  -0.3132
C  3.8810  0.6717  0.5421
N  2.5697  0.9167  0.2016
H  0.4959  1.6880  0.2518
H  -3.5250  0.6263  -0.7415
H  2.3385  -1.1643  -0.0278
H  -2.5398  -1.5820  0.2262
H  -2.5470  -1.6303  -1.5890
H  -1.7811  3.4070  -0.0126
H  -1.4003  2.6985  1.4091
H  -3.0705  2.7019  0.7973
H  -1.1152  -3.3401  -0.0123
H  0.6627  -3.0912  0.1991
H  0.0087  -3.1643  -1.2995
H  4.1055  -0.3151  1.0034
H  4.3183  1.4845  1.2147
H  4.5581  0.6655  -0.2829

* charge: +1
* HOMO level: -0.47926 Ha
* relative energy (zero: lowest compared OMol25 entry of this formula, charge and spin): 2.710 eV
* 2S+1: 1
* frontier orbital gap: 7.30 eV
* energy: -443.816280 hartree
* largest force on an atom: 6.4 eV Å⁻¹

These are the Mulliken partial charges, in e, on atoms 1 to 2: -0.37 -0.88

***

[2]
Molecular formula: C17H24N4O3
Method: DFT, the ωB97M-V functional and the def2-TZVPD basis

Positions of all 48 atoms, in Å:
N  -6.1406  -0.1910  -0.8923
C  -5.4040  1.0976  -0.6854
C  -4.6025  1.4579  0.5060
C  -3.7381  0.4008  1.0446
C  -2.5901  -0.1683  0.1771
C  -1.6386  -1.1872  0.9160
N  -0.9809  -0.5856  2.0542
C  -0.5970  -1.8262  -0.0385
O  -0.9233  -2.1682  -1.1717
N  0.6957  -1.8990  0.4000
C  1.6657  -2.3614  -0.5026
C  2.0033  -1.3791  -1.6609
C  2.1868  0.0315  -1.1983
C  1.2116  1.0146  -1.3330
N  1.7391  2.2011  -0.8785
C  2.9829  2.0550  -0.3493
C  3.8188  3.0151  0.1717
C  5.0253  2.6265  0.8205
C  5.3044  1.2407  0.5925
C  4.5426  0.3211  -0.0659
C  3.2999  0.7160  -0.5726
C  2.8939  -2.7029  0.3462
O  2.9212  -2.5556  1.5138
O  3.9476  -3.1872  -0.2950
H  -6.4404  -0.6727  0.2128
H  -5.3607  -1.0452  -1.3687
H  -6.0857  2.0382  -0.8290
H  -4.6417  1.2614  -1.5060
H  -3.8462  2.2879  0.2012
H  -5.2831  1.8609  1.3072
H  -3.3334  0.7677  1.9842
H  -4.3820  -0.4840  1.3809
H  -2.8126  -0.6906  -0.8014
H  -1.9594  0.7090  -0.0355
H  -2.3383  -2.0146  1.3064
H  -1.6038  -0.2858  2.7803
H  -0.7889  0.4074  1.7439
H  0.9214  -1.4369  1.3449
H  1.1420  -3.3236  -0.9222
H  1.1948  -1.5006  -2.3077
H  2.9776  -1.7692  -1.9894
H  0.0957  1.0179  -1.6298
H  1.1393  2.9834  -0.8469
H  3.3706  4.0607  0.2694
H  5.7585  3.3340  1.2785
H  6.2104  0.7597  1.0155
H  4.8852  -0.7223  -0.3537
H  3.5571  -3.5090  -1.1333

* HOMO level: -0.29497 Ha
* relative energy (zero: lowest compared OMol25 entry of this formula, charge and spin): 4.262 eV
* 2S+1: 1
* SMILES: NCCCC[C@H](N)C(=O)N[C@@H](Cc1c[nH]c2ccccc12)C(=O)O
* frontier orbital gap: 8.47 eV
* energy: -1106.850443 hartree
* largest force on an atom: 5.1 eV Å⁻¹

These are the Mulliken partial charges, in e, on atoms 1 to 2: -0.61 -0.74

***

[3]
Molecular formula: C5H8N2
Method: DFT, the ωB97M-V functional and the def2-TZVPD basis

Positions of all 15 atoms, in Å:
C  0.2404  -1.9556  -1.1510
C  -0.1437  -0.6718  -0.4587
C  -1.5413  -0.2248  -0.3733
N  -1.8730  0.8468  0.2437
C  0.9443  1.4235  0.5335
N  1.2857  1.9509  1.7122
C  0.6981  0.1856  0.1354
H  0.3985  -1.8212  -2.2302
H  1.1664  -2.3682  -0.7379
H  -0.5376  -2.7202  -1.0351
H  -2.2773  -0.8800  -0.8623
H  -2.8763  1.0055  0.1827
H  1.2123  1.4379  2.5794
H  1.5324  2.9239  1.7667
H  1.7712  0.8677  -0.3052

* HOMO level: -0.27982 Ha
* relative energy (zero: lowest compared OMol25 entry of this formula, charge and spin): 4.449 eV
* 2S+1: 1
* frontier orbital gap: 8.29 eV
* energy: -304.671992 hartree
* largest force on an atom: 0.4 eV Å⁻¹

These are the Mulliken partial charges, in e, on atoms 1 to 2: -1.24 0.36

***

[4]
Molecular formula: C23H44GeN7O5PtSe
Method: DFT, the ωB97M-V functional and the def2-TZVPD basis

Positions of all 82 atoms, in Å:
Pt  -0.7818  -0.9320  -4.4303
C  0.5494  -4.0152  0.3348
C  0.6249  -4.6248  -1.0557
C  -0.2250  -5.8792  -1.1527
C  2.0601  -4.8839  -1.4790
O  0.0730  -3.5827  -1.9344
Ge  -0.2184  -3.7587  -3.6464
O  -1.6900  -2.6892  -3.9978
C  -3.0901  -2.9716  -3.5616
C  -3.3107  -2.2526  -2.2463
C  -3.1843  -4.4794  -3.4115
C  -3.9904  -2.4904  -4.6806
O  0.6996  -2.3477  -4.4566
C  1.7565  -2.5989  -5.5024
C  3.0638  -2.1847  -4.8560
C  1.4319  -1.7740  -6.7284
C  1.7400  -4.0807  -5.8342
H  0.8990  -4.7396  1.0701
H  -0.4782  -3.7463  0.5781
H  1.1742  -3.1247  0.3971
H  0.1806  -6.6572  -0.5066
H  -0.2273  -6.2782  -2.1730
H  -1.2513  -5.6854  -0.8388
H  2.5378  -5.5926  -0.8030
H  2.6350  -3.9576  -1.4721
H  2.0959  -5.3211  -2.4827
H  -2.6966  -2.6857  -1.4565
H  -4.3581  -2.3262  -1.9536
H  -3.0497  -1.1954  -2.3325
H  -2.4989  -4.8519  -2.6446
H  -2.9972  -4.9866  -4.3594
H  -4.1885  -4.7496  -3.0845
H  -3.9008  -1.4173  -4.8410
H  -5.0287  -2.7100  -4.4323
H  -3.7498  -2.9982  -5.6141
H  3.0544  -1.1219  -4.6120
H  3.8921  -2.3744  -5.5388
H  3.2389  -2.7513  -3.9411
H  1.5195  -0.7109  -6.5140
H  0.4332  -1.9915  -7.1100
H  2.1510  -2.0087  -7.5131
H  1.9897  -4.6946  -4.9620
H  2.5019  -4.2938  -6.5844
H  0.7795  -4.3931  -6.2530
N  4.8312  4.3566  6.4038
C  4.2026  4.3451  7.5194
C  3.6886  5.5779  8.1679
C  2.7290  5.3822  9.3514
C  3.4602  5.0683  10.6633
N  2.5556  4.7477  11.7620
C  2.2716  5.5195  12.8224
N  2.6157  6.8015  12.8585
N  1.6207  4.9891  13.8507
C  1.5525  1.8103  2.6337
O  1.9226  2.1818  3.6720
O  1.1840  1.4377  1.6021
H  5.2457  3.5166  6.0128
H  5.0005  5.2235  5.8995
H  4.1052  3.3736  7.9984
H  3.2398  6.2109  7.3974
H  4.5806  6.1294  8.4998
H  1.9875  4.6113  9.1319
H  2.1705  6.3116  9.4673
H  4.0870  5.9101  10.9591
H  4.1475  4.2269  10.5462
H  2.1815  3.8121  11.7869
H  2.9997  7.2803  12.0643
H  2.4883  7.3458  13.6973
H  1.4719  3.9966  13.9303
H  1.3105  5.5570  14.6233
Se  0.8812  2.1627  -6.0731
N  -0.4590  3.2925  -6.1145
C  -1.5226  2.7385  -5.5509
C  -2.8376  3.2490  -5.3091
C  -3.7043  2.4293  -4.6480
C  -3.3502  1.1040  -4.2328
N  -2.1652  0.6007  -4.4721
C  -1.2857  1.4307  -5.0919
N  -0.0919  0.9026  -5.2325
H  -3.1199  4.2419  -5.6329
H  -4.7082  2.7630  -4.4270
H  -4.0749  0.4830  -3.7222

* charge: +4
* HOMO level (spin up / spin down): -0.62906 / -0.65681 Ha
* relative energy (zero: lowest compared OMol25 entry of this formula, charge and spin): 0.000 eV
* 2S+1: 2
* frontier orbital gap (spin up / spin down): 7.38 / 7.71 eV
* energy: -6258.745130 hartree
* largest force on an atom: 0.7 eV Å⁻¹

These are the Mulliken partial charges, in e, on atoms 1 to 2: 0.83 -1.67

***

[5]
Molecular formula: C4H8O2
Method: DFT, the ωB97M-V functional and the def2-TZVPD basis

Positions of all 14 atoms, in Å:
C  -0.5389  -2.5114  -0.0463
C  -0.7267  -1.1244  0.4683
O  -0.5218  -1.0142  1.7465
C  1.1276  2.9824  -0.6713
C  0.3406  1.9743  -0.2982
O  -0.2760  1.1500  -1.1692
H  -0.2075  -3.2550  0.6993
H  0.1776  -2.4759  -0.8747
H  -1.4886  -2.8371  -0.4876
H  -0.2673  -1.8608  2.1794
H  1.5782  3.6306  0.0720
H  1.3222  3.1712  -1.7232
H  0.1447  1.7695  0.7585
H  -0.6639  0.4007  -0.6534

* HOMO level: -0.29972 Ha
* relative energy (zero: lowest compared OMol25 entry of this formula, charge and spin): 3.912 eV
* 2S+1: 1
* frontier orbital gap: 8.60 eV
* energy: -307.568682 hartree
* largest force on an atom: 0.4 eV Å⁻¹

These are the Mulliken partial charges, in e, on atoms 1 to 2: -1.03 -0.05

***

[6]
Molecular formula: C22H30N2O5S
Method: DFT, the ωB97M-V functional and the def2-TZVPD basis

Positions of all 60 atoms, in Å:
C  4.6658  0.7003  -1.8705
C  4.8581  1.4806  -0.5744
C  3.8634  2.6320  -0.4260
C  2.4775  2.1655  0.0123
O  1.6102  3.2754  -0.0856
C  0.2882  3.1106  0.1860
C  -0.2808  1.9666  0.7358
C  -1.6454  1.9109  0.9589
C  -2.4695  2.9791  0.6385
C  -3.9561  2.8762  0.8502
N  -4.5053  1.7383  0.1429
C  -5.1038  0.7208  0.7788
O  -5.3410  0.6681  1.9646
N  -5.4849  -0.3163  -0.0889
S  -4.5391  -0.8698  -1.3592
O  -5.2597  -1.9607  -1.9345
O  -4.1997  0.2555  -2.1846
C  -3.0707  -1.4660  -0.5472
C  -1.8408  -0.9187  -0.8432
C  -0.7043  -1.3839  -0.2032
C  -0.8090  -2.3869  0.7607
O  0.2069  -2.8942  1.4874
C  1.5407  -2.4845  1.2546
C  2.1677  -3.1448  0.0186
C  3.5948  -2.6368  -0.1620
C  2.1421  -4.6632  0.1682
C  -2.0697  -2.9318  1.0449
C  -3.1916  -2.4794  0.3890
C  -1.8943  4.1236  0.0987
C  -0.5356  4.1946  -0.1206
H  4.8225  1.3509  -2.7276
H  3.6629  0.2863  -1.9400
H  5.3776  -0.1197  -1.9288
H  5.8701  1.8888  -0.5621
H  4.7659  0.8084  0.2825
H  4.2271  3.3483  0.3120
H  3.7627  3.1585  -1.3762
H  2.5171  1.7930  1.0461
H  2.1168  1.3567  -0.6389
H  0.3278  1.1186  1.0070
H  -2.0762  1.0188  1.3908
H  -4.1902  2.7239  1.9086
H  -4.4495  3.7913  0.5072
H  -4.3299  1.6421  -0.8497
H  -6.0235  -1.0406  0.3611
H  -1.7821  -0.1316  -1.5779
H  0.2501  -0.9555  -0.4620
H  2.0809  -2.8056  2.1499
H  1.6066  -1.3917  1.1871
H  1.5753  -2.8738  -0.8621
H  3.6142  -1.5544  -0.2615
H  4.0381  -3.0714  -1.0540
H  4.2061  -2.9135  0.6941
H  1.1262  -5.0096  0.3406
H  2.7586  -4.9709  1.0100
H  2.5227  -5.1390  -0.7319
H  -2.1305  -3.7099  1.7887
H  -4.1609  -2.9072  0.5881
H  -2.5181  4.9685  -0.1529
H  -0.0821  5.0792  -0.5384

* HOMO level: -0.31378 Ha
* relative energy (zero: lowest compared OMol25 entry of this formula, charge and spin): 0.168 eV
* 2S+1: 1
* SMILES: CCCCOc1ccc(CNC(=O)NS(=O)(=O)c2ccc(OCC(C)C)cc2)cc1
* frontier orbital gap: 9.08 eV
* energy: -1740.240655 hartree
* largest force on an atom: 1.0 eV Å⁻¹

These are the Mulliken partial charges, in e, on atoms 1 to 2: -1.21 -0.40

***

Among the records above, which one has the lowest energy? C23H44GeN7O5PtSe

***

Look up the relative energy (zero: lowest compared OMol25 entry of this formula, charge and spin) of the sixth one. 0.168 eV